Molecular formula: C31H80CdN5O12
Method: DFT, ωB97M-V with the def2-TZVPD basis set

Geometry as ORCA input:
```
! RIJCOSX wB97M-V def2-TZVPD def2/J DEFGRID3
* xyz 1 1
Cd -1.394 0.521 3.697
C -1.018 -0.456 0.381
O -1.158 -0.336 1.764
H 0.009 -0.417 0.018
H -1.563 -1.346 0.064
H -1.427 0.397 -0.159
C -4.503 1.573 3.243
O -3.114 1.666 3.032
C -2.736 2.976 2.493
C -1.211 3.029 2.131
N -0.476 2.407 3.219
C 0.942 2.048 2.868
C 1.488 1.177 4.020
O 0.587 0.049 4.190
C 1.216 -1.118 4.611
H -4.687 0.603 3.705
H -4.977 1.521 2.262
H -4.882 2.409 3.831
H -2.873 3.812 3.179
H -3.269 3.155 1.559
H -0.839 4.026 1.895
H -1.195 2.365 1.267
H -0.479 3.049 3.999
H 1.576 2.919 2.699
H 0.965 1.478 1.940
H 1.555 1.683 4.983
H 2.506 0.856 3.795
H 1.779 -0.950 5.529
H 1.961 -1.442 3.884
H 0.567 -1.969 4.816
C -4.714 -2.845 -4.545
O -5.064 -2.015 -3.454
C -4.114 -1.843 -2.418
C -4.636 -0.679 -1.532
N -6.003 -0.892 -1.021
C -6.625 0.262 -0.507
C -8.111 0.114 -0.421
O -8.577 -0.588 -1.552
C -9.969 -0.461 -1.950
H -3.809 -2.688 -5.131
H -5.485 -2.745 -5.309
H -4.821 -3.858 -4.158
H -3.123 -1.673 -2.839
H -4.067 -2.768 -1.843
H -4.643 0.217 -2.153
H -4.044 -0.611 -0.619
H -6.478 -1.239 -1.843
H -6.346 1.150 -1.073
H -6.235 0.388 0.503
H -8.562 1.096 -0.276
H -8.380 -0.583 0.373
H -10.121 -0.409 -3.028
H -10.444 0.384 -1.452
H -10.470 -1.385 -1.659
C 4.494 1.671 6.824
O 4.949 0.676 5.898
C 4.681 -0.637 6.299
C 5.211 -1.591 5.222
N 4.541 -1.236 3.981
C 4.919 -1.932 2.776
C 3.932 -1.314 1.675
O 4.372 0.001 1.237
C 3.578 0.481 0.136
H 3.411 1.555 6.868
H 4.742 2.705 6.584
H 5.014 1.521 7.770
H 3.609 -0.823 6.360
H 5.188 -0.906 7.225
H 4.967 -2.642 5.381
H 6.281 -1.388 5.246
H 4.680 -0.248 3.826
H 4.733 -3.003 2.854
H 5.984 -1.851 2.558
H 2.924 -1.299 2.089
H 3.775 -1.993 0.837
H 3.821 1.541 0.207
H 2.514 0.526 0.368
H 3.774 0.157 -0.886
C 5.511 4.967 -4.020
O 4.385 4.369 -3.414
C 3.703 5.113 -2.432
C 2.265 4.610 -2.198
N 2.249 3.372 -1.421
C 0.943 2.836 -1.104
C 0.260 2.173 -2.280
O 1.157 1.201 -2.802
C 0.746 0.549 -4.023
H 6.264 5.274 -3.294
H 5.196 5.755 -4.703
H 5.904 4.214 -4.703
H 3.642 6.103 -2.884
H 4.154 5.134 -1.440
H 1.828 4.394 -3.173
H 1.732 5.464 -1.780
H 2.798 2.755 -2.003
H 0.267 3.605 -0.731
H 1.022 2.064 -0.339
H 0.013 2.930 -3.025
H -0.682 1.802 -1.875
H 0.301 1.195 -4.780
H 0.079 -0.296 -3.855
H 1.624 0.162 -4.542
C -1.925 -4.952 -2.328
O -0.565 -4.582 -2.271
C -0.140 -4.145 -0.972
C 0.853 -2.956 -1.072
N 1.916 -3.253 -2.065
C 2.769 -2.084 -2.362
C 3.430 -2.192 -3.715
O 2.454 -2.315 -4.763
C 3.034 -2.365 -6.037
H -2.591 -4.183 -1.937
H -2.067 -5.949 -1.913
H -2.150 -5.107 -3.383
H 0.241 -4.988 -0.396
H -1.019 -3.811 -0.420
H 1.173 -2.735 -0.054
H 0.297 -2.115 -1.487
H 1.450 -3.505 -2.925
H 3.512 -1.949 -1.576
H 2.228 -1.141 -2.281
H 4.115 -3.039 -3.686
H 4.055 -1.302 -3.798
H 2.183 -2.595 -6.679
H 3.704 -3.219 -6.136
H 3.591 -1.469 -6.312
O -3.841 -2.077 2.219
H -3.603 -1.855 3.120
H -3.068 -1.849 1.704
*
```

HOMO energy: -10.104 eV
molar mass: 827.4 g mol⁻¹
frontier orbital gap: 5.873 eV
relative energy (zero: lowest compared OMol25 entry of this formula, charge and spin): 264.8 kJ/mol
E_tot: -70013.0570 eV


Molecular formula: C31H82AsF9N8O11S
Method: DFT, ωB97M-V with the def2-TZVPD basis set

Geometry as ORCA input:
```
! RIJCOSX wB97M-V def2-TZVPD def2/J DEFGRID3
* xyz 6 1
C 2.838 5.874 0.938
N 2.108 4.764 0.078
C 0.647 5.197 -0.287
C 2.839 4.622 -1.271
C 2.107 3.367 0.773
C 1.971 3.417 2.285
O 0.836 4.064 2.775
H 2.229 5.981 1.833
H 3.074 6.765 0.358
H 3.770 5.459 1.329
H 0.073 5.294 0.631
H 0.152 4.437 -0.890
H 0.629 6.168 -0.781
H 2.208 3.880 -1.759
H 3.856 4.274 -1.102
H 2.842 5.536 -1.863
H 3.000 2.798 0.518
H 1.291 2.800 0.323
H 2.781 3.837 2.891
H 1.996 2.410 2.716
H 0.871 3.919 3.726
C -1.448 1.358 2.763
N -1.385 0.596 4.137
C -2.447 -0.497 4.108
C 0.035 -0.017 4.342
C -1.770 1.631 5.193
C -2.140 1.074 6.605
O -1.104 0.348 7.154
H -1.350 0.667 1.923
H -0.711 2.162 2.763
H -2.401 1.883 2.677
H -2.244 -1.162 3.269
H -3.446 -0.066 4.067
H -2.188 -1.097 4.977
H 0.267 -0.579 5.245
H 0.589 0.920 4.357
H 0.194 -0.659 3.475
H -2.655 2.149 4.819
H -1.008 2.415 5.159
H -3.043 0.471 6.704
H -2.301 1.885 7.321
H -0.344 0.937 7.165
C -1.621 -4.697 -5.062
N -2.397 -3.497 -5.529
C -1.655 -2.960 -6.868
C -3.832 -3.970 -5.890
C -2.277 -2.373 -4.503
C -2.641 -2.644 -3.032
O -3.998 -3.130 -2.909
H -2.180 -5.374 -4.417
H -0.663 -4.364 -4.670
H -1.494 -5.297 -5.965
H -0.580 -2.842 -6.726
H -2.098 -2.011 -7.163
H -1.769 -3.800 -7.549
H -4.448 -3.073 -5.861
H -4.238 -4.574 -5.084
H -3.867 -4.511 -6.833
H -2.792 -1.540 -4.982
H -1.225 -2.078 -4.438
H -2.479 -1.737 -2.442
H -1.984 -3.408 -2.607
H -4.299 -3.193 -1.987
C -0.819 -4.475 -0.273
C -0.499 -4.811 1.184
O 0.503 -5.431 1.555
N -1.514 -4.472 2.246
H -0.999 -4.262 3.099
H -1.986 -3.616 1.923
C -2.454 -5.550 2.599
H -1.551 -5.171 -0.695
H 0.028 -4.513 -0.955
H -1.508 -3.628 -0.277
H -1.710 -6.263 2.951
H -3.025 -5.934 1.755
H -3.077 -5.203 3.423
C 3.839 -1.416 3.758
C 5.199 -0.842 4.065
O 6.198 -1.157 3.435
N 5.340 0.159 5.218
H 4.462 0.649 5.389
H 5.537 -0.238 6.142
C 6.461 1.207 5.044
H 3.865 -2.424 3.337
H 3.268 -0.777 3.082
H 3.253 -1.624 4.654
H 7.422 0.711 4.922
H 6.528 1.765 5.978
H 6.292 1.963 4.280
C 1.260 0.625 -4.764
C 0.566 1.974 -4.382
O -0.198 2.013 -3.395
N 0.618 3.128 -5.381
H 0.829 4.034 -4.956
H 1.440 2.961 -5.964
C -0.775 3.239 -6.128
H 0.714 -0.192 -4.294
H 2.290 0.696 -4.409
H 1.243 0.285 -5.802
H -1.111 2.286 -6.531
H -0.751 4.034 -6.871
H -1.504 3.476 -5.357
C 6.254 0.334 -3.188
C 6.605 -0.621 -2.038
O 7.722 -0.739 -1.578
N 5.498 -1.422 -1.453
H 4.707 -1.465 -2.094
H 5.872 -2.375 -1.506
C 5.026 -1.130 0.041
H 5.209 0.647 -3.165
H 6.431 -0.111 -4.169
H 6.799 1.266 -3.040
H 5.913 -1.270 0.656
H 4.293 -1.899 0.285
H 4.417 -0.229 0.085
C -2.515 1.910 -1.261
C -3.344 2.726 -0.350
O -3.051 3.835 -0.003
N -4.555 1.989 0.312
H -4.426 0.955 0.280
H -4.476 2.073 1.329
C -5.917 2.622 -0.113
H -2.379 0.902 -0.868
H -1.539 2.337 -1.472
H -2.965 1.890 -2.257
H -5.889 3.699 0.055
H -6.728 2.232 0.503
H -6.078 2.418 -1.168
C -5.640 -2.312 1.967
F -6.771 -1.961 1.410
F -5.349 -1.585 2.974
F -5.647 -3.560 2.399
S -4.247 -1.992 0.655
O -3.023 -2.354 1.392
O -4.508 -2.990 -0.433
O -4.339 -0.590 0.203
As 0.921 -0.667 -0.133
F 1.696 -2.267 -0.137
F 0.071 -1.122 -1.657
F 0.139 0.949 -0.109
F 1.661 -0.222 1.433
F 2.296 0.014 -1.039
F -0.500 -1.332 0.722
*
```

HOMO energy: -20.969 eV
molar mass: 1021.0 g mol⁻¹
frontier orbital gap: 7.651 eV
E_tot: -163986.7730 eV


Molecular formula: C31H82BF3N3O14
Method: DFT, ωB97M-V with the def2-TZVPD basis set

Geometry as ORCA input:
```
! RIJCOSX wB97M-V def2-TZVPD def2/J DEFGRID3
* xyz 1 1
C -2.492 1.352 1.524
C -2.516 0.335 0.896
N -2.552 -0.670 -0.040
C -3.868 -1.305 -0.268
C -3.882 -2.813 -0.005
C -4.772 -3.597 -0.955
F -6.017 -3.752 -0.444
F -4.907 -2.999 -2.161
F -4.267 -4.833 -1.170
C -1.437 -0.981 -0.680
N -1.433 -1.909 -1.672
C -1.964 -1.516 -3.016
C -2.184 -2.740 -3.913
C -3.419 -2.579 -4.851
N -0.283 -0.338 -0.280
O 0.616 -0.250 -1.372
B 0.517 -1.020 0.829
O 0.660 -2.373 0.853
O 1.132 -0.213 1.721
H -2.404 2.249 2.098
H -4.556 -0.835 0.429
H -4.208 -1.033 -1.265
H -2.891 -3.258 -0.044
H -4.276 -2.984 0.996
H -0.511 -2.327 -1.742
H -1.213 -0.871 -3.473
H -2.874 -0.932 -2.894
H -2.269 -3.650 -3.322
H -1.298 -2.841 -4.542
H -3.082 -2.730 -5.872
H -4.145 -3.340 -4.579
H -3.860 -1.591 -4.746
H 0.735 0.701 -1.508
H 0.013 -2.835 1.409
H 0.583 0.558 1.927
C 1.935 4.695 1.231
C 1.936 3.233 0.836
O 0.604 2.723 0.660
H 1.378 4.844 2.157
H 2.956 5.050 1.371
H 1.459 5.306 0.460
H 2.397 2.624 1.611
H 2.501 3.090 -0.090
H 0.183 3.245 -0.031
C -7.786 1.226 3.008
C -6.417 1.324 2.368
O -5.866 0.025 2.109
H -7.727 0.668 3.944
H -8.191 2.217 3.217
H -8.482 0.696 2.355
H -5.710 1.830 3.025
H -6.473 1.886 1.430
H -6.487 -0.431 1.531
C 6.614 4.342 2.302
C 6.926 4.543 0.832
O 5.951 5.370 0.191
H 5.626 3.893 2.423
H 7.352 3.693 2.775
H 6.607 5.297 2.833
H 6.918 3.594 0.298
H 7.917 4.991 0.707
H 5.953 6.224 0.634
C 5.150 1.414 -2.406
C 6.646 1.296 -2.627
O 7.367 1.505 -1.413
H 4.908 2.398 -1.997
H 4.604 1.278 -3.341
H 4.804 0.663 -1.689
H 6.982 2.053 -3.325
H 6.896 0.311 -3.037
H 7.089 0.830 -0.783
C -3.321 2.092 -7.205
C -4.171 0.844 -7.065
O -4.299 0.438 -5.699
H -2.328 1.924 -6.788
H -3.217 2.378 -8.252
H -3.770 2.929 -6.664
H -3.714 0.007 -7.590
H -5.166 1.009 -7.488
H -4.717 1.160 -5.219
C 8.803 -0.393 1.904
C 8.647 -1.749 1.241
O 8.266 -1.625 -0.130
H 7.869 0.170 1.841
H 9.077 -0.499 2.954
H 9.575 0.196 1.404
H 7.864 -2.325 1.732
H 9.579 -2.319 1.306
H 8.957 -1.130 -0.582
C -2.833 0.600 6.406
C -3.215 1.308 5.122
O -2.114 2.035 4.569
H -2.471 1.317 7.143
H -3.687 0.067 6.827
H -2.032 -0.122 6.227
H -4.000 2.039 5.306
H -3.585 0.588 4.382
H -1.408 1.405 4.396
C 5.511 6.132 -5.200
C 5.226 4.698 -4.795
O 6.362 4.076 -4.204
H 6.345 6.169 -5.901
H 4.639 6.589 -5.670
H 5.786 6.730 -4.329
H 4.969 4.099 -5.668
H 4.383 4.660 -4.095
H 6.600 4.583 -3.420
C -12.656 -0.785 1.038
C -11.170 -0.798 0.735
O -10.390 -0.471 1.887
H -12.958 0.194 1.411
H -13.239 -1.016 0.146
H -12.899 -1.521 1.808
H -10.927 -0.052 -0.020
H -10.867 -1.780 0.356
H -10.583 -1.126 2.566
C -2.763 -4.637 4.316
C -2.230 -4.608 2.899
O -1.325 -3.508 2.703
H -3.275 -3.704 4.551
H -3.461 -5.464 4.450
H -1.948 -4.757 5.034
H -3.040 -4.472 2.186
H -1.718 -5.543 2.657
H -0.599 -3.624 3.327
C 6.925 -5.739 2.063
C 8.427 -5.830 1.865
O 9.130 -5.583 3.079
H 6.653 -4.756 2.449
H 6.393 -5.907 1.125
H 6.586 -6.482 2.789
H 8.762 -5.077 1.153
H 8.704 -6.814 1.473
H 8.858 -6.247 3.719
*
```

HOMO energy: -11.423 eV
molar mass: 788.8 g mol⁻¹
frontier orbital gap: 8.362 eV
E_tot: -75432.4770 eV


Q: HOMO energy of number 3 (C31H82BF3N3O14)?
A: -11.423 eV


Q: Which formula does entry 3 have?
A: C31H82BF3N3O14


Q: E_tot of number 1 (C31H80CdN5O12)?
A: -70013.0570 eV


Q: What is the formula in the third record?
A: C31H82BF3N3O14